Record 1
# C6H12O4

A single C6H12O4 molecule (the ωB97M-V functional and the def2-TZVPD basis, the Open Molecules 2025 dataset).

Values from the calculation:
HOMO energy (eV): -9.00
Spin multiplicity: 1
Frontier orbital gap (eV): 9.3
E_LUMO (eV): 0.3

Atoms and positions in Å:
H  -0.0715  -0.9137  -1.6239
O  1.2101  0.6896  -0.7420
C  -2.4013  -1.1478  -0.4841
C  -2.1160  0.3206  -0.4530
H  -1.9266  -0.5496  2.1870
O  -3.3908  -1.6297  0.2929
H  -3.3022  1.8020  -0.0641
H  1.6165  -2.2582  -1.0109
H  -1.8689  0.8086  -1.4005
H  0.6240  1.4133  -0.9803
C  1.1253  -1.8334  -0.1177
H  -0.3438  -1.3267  2.0837
H  -3.8486  -0.8847  0.7168
H  -0.4742  0.4574  2.0676
C  -1.0191  -0.4975  0.2165
O  2.0772  -1.4177  0.8262
C  0.1978  -0.7102  -0.5736
H  0.5253  -2.6398  0.3307
H  -2.2186  -1.7344  -1.3868
O  -2.9288  1.0515  0.4079
C  -0.9358  -0.4776  1.7224
H  2.3081  -0.4709  0.6323



Record 2
# C4H8N2

A single C4H8N2 molecule (the ωB97M-V functional and the def2-TZVPD basis, the Open Molecules 2025 dataset).

Values from the calculation:
HOMO energy (eV): -7.92
Spin multiplicity: 1
Frontier orbital gap (eV): 9.1
E_LUMO (eV): 1.2

Atoms and positions in Å:
H  -1.6929  1.1868  -0.7497
H  -1.5766  1.1851  1.0173
H  -0.6348  -2.1872  -0.0776
H  0.9135  0.6105  -1.9001
C  -0.2545  -0.1966  0.0538
C  -1.0031  1.1211  0.0914
N  0.8798  -0.1283  -1.2021
H  -0.3041  1.9525  0.0553
C  1.8047  -0.0957  -0.1722
H  -2.0207  -1.2263  0.4131
H  1.1325  -0.6441  1.8940
C  0.9946  -0.2979  0.8868
N  -1.1114  -1.2986  -0.0202
H  2.8730  0.0188  -0.2895



Record 3
# C3H4F2

2 unconnected molecules or ions with the total composition C3H4F2 (the ωB97M-V functional and the def2-TZVPD basis, the Open Molecules 2025 dataset).

Values from the calculation:
HOMO energy (eV): -9.14
Spin multiplicity: 1
Frontier orbital gap (eV): 10.0
E_LUMO (eV): 0.9

Atoms and positions in Å:
F  -2.2937  -0.8503  0.2590
F  -1.6104  1.2628  0.0841
H  1.0904  -1.5224  -0.1558
C  0.7427  -0.5713  0.0919
H  2.4369  0.0473  0.6584
C  -1.4606  0.0133  -0.3975
C  1.4874  0.4336  0.3281
H  -1.5439  -0.2494  -1.4648
H  1.1513  1.4364  0.5965



Record 4
# C2H6O4

2 unconnected molecules or ions with the total composition C2H6O4 (the ωB97M-V functional and the def2-TZVPD basis, the Open Molecules 2025 dataset).

Values from the calculation:
HOMO energy (eV): -10.35
Spin multiplicity: 1
Frontier orbital gap (eV): 11.2
E_LUMO (eV): 0.8

Atoms and positions in Å:
H  1.8553  0.3562  -1.6472
H  0.1323  0.5870  -2.3027
O  -1.5073  -1.2512  0.1770
C  0.1253  0.6158  1.6465
O  -0.2700  0.6849  0.2879
O  0.6474  -1.2548  -1.6741
C  0.8742  -0.0941  -1.8685
H  -1.0457  -1.5758  -0.6244
H  -0.0275  -0.3921  2.0352
H  -0.4265  1.3361  2.2541
O  -1.5450  0.1337  0.0771
H  1.1875  0.8545  1.6390



Record 5
# C30H35F12N2O8PSn

A molecular structure, C30H35F12N2O8PSn (the ωB97M-V functional and the def2-TZVPD basis, the Open Molecules 2025 dataset).

Values from the calculation:
HOMO energy (eV): -2.77
Net charge: -2
Spin multiplicity: 1
Frontier orbital gap (eV): 7.0
E_LUMO (eV): 4.2

Atoms and positions in Å:
C  3.1391  -4.3661  -2.9266
H  6.1996  -3.3348  0.8838
H  -0.2558  -5.5474  0.8735
C  3.1642  -1.5923  4.5059
C  -1.8965  -0.0327  2.4302
F  -1.6811  3.5185  -5.2473
C  3.0990  -0.8464  3.1878
C  -0.7817  0.5523  3.0404
Sn  -1.7589  -0.4147  -2.3072
C  -3.1052  4.2602  -2.6732
C  0.5618  -3.6442  0.2595
H  4.8404  0.6492  -1.4763
H  -2.0406  3.2021  0.7999
F  -4.4663  -2.7420  0.4441
H  3.7950  2.4364  -1.0775
F  -0.5844  1.9663  -4.2238
C  -2.6740  2.9573  -2.5295
H  -0.2809  -3.3385  -0.3912
C  4.0443  -3.1489  0.7690
H  0.4573  2.2554  0.4272
C  -2.0915  0.0452  1.0276
O  -3.0755  0.7260  -3.4485
F  -4.8656  1.2733  -4.8928
H  5.5883  0.9888  -0.1684
C  -0.1547  1.4948  0.9397
H  1.9626  -6.1245  -3.1230
O  4.2829  1.9039  1.9390
H  2.6641  1.2496  -0.3911
F  -5.2509  2.8585  -3.4436
C  -3.3056  -0.6487  0.3865
F  -1.9579  1.4465  -5.8495
C  -3.0801  5.2321  -1.6521
H  0.9921  -4.6774  -3.2705
N  4.7202  0.5836  -0.4896
H  5.3885  -4.5721  1.8644
C  -2.9417  2.0312  -3.6816
C  -4.3498  2.3972  -4.3059
C  -3.6783  6.5897  -1.9704
H  2.1014  -1.6306  4.8655
O  4.0215  -3.7190  -0.5084
H  2.5534  0.0940  3.2433
F  -4.5444  -1.5386  2.2596
F  -5.6906  -0.3553  0.1744
C  -1.8025  2.3037  -4.7840
H  -1.2342  -0.3187  4.9002
H  4.4702  0.3377  2.3839
H  3.7550  -1.0699  5.2276
O  4.2459  -4.3317  -3.4192
C  -3.7851  -1.8850  1.1912
H  -3.3581  7.3684  -1.3031
H  0.8739  1.9113  2.7612
H  5.3998  -2.8917  2.4558
O  1.5998  -4.3775  -0.5764
F  -4.2650  3.3337  -5.3430
H  0.4616  -0.0593  4.7850
O  -3.0375  -1.1712  -0.8631
H  1.0730  -4.8840  1.8493
C  1.9777  -5.0713  -3.5194
C  -1.3187  0.9539  0.3238
F  -4.4532  1.1562  -0.6907
H  2.5882  -1.5220  2.4248
N  -1.5285  1.3092  -1.0647
F  -2.7857  -2.6171  1.7069
H  -0.6273  1.2870  5.0970
C  -2.6529  4.8158  -0.4145
H  0.9412  -2.7349  0.7452
C  0.1125  1.3027  2.2873
H  2.0169  -5.1298  -4.6156
O  4.4362  -0.5957  2.8213
H  -3.3421  6.9390  -2.9680
H  -4.7633  6.5638  -1.9799
C  -2.1552  2.5233  -1.2232
H  -2.6813  5.4536  0.4363
H  -3.4764  4.6240  -3.6362
C  -0.5457  0.3678  4.5405
H  3.9415  -2.0748  0.6184
C  0.1140  -4.6294  1.3097
H  3.5667  -2.5931  4.4267
C  3.6890  2.3772  0.9121
C  5.3129  -3.5034  1.5402
F  -4.6362  1.0743  1.4341
H  3.1953  -3.5320  1.3902
O  2.9764  3.3829  0.9493
H  -2.4758  -0.6987  3.0410
P  2.6681  -3.3997  -1.3563
H  -0.5668  -4.1913  2.1196
C  3.6978  1.6395  -0.3406
C  -2.1598  3.5104  -0.1973
C  -4.5261  0.3093  0.3432



Record 6
# C12H15N3

A single C12H15N3 molecule (the ωB97M-V functional and the def2-TZVPD basis, the Open Molecules 2025 dataset).

Values from the calculation:
HOMO energy (eV): -8.16
Spin multiplicity: 1
Frontier orbital gap (eV): 8.9
E_LUMO (eV): 0.7

Atoms and positions in Å:
H  -3.7047  1.3915  0.3874
H  1.1198  -4.9247  2.0227
C  1.0906  -3.8982  1.6572
N  -0.7792  2.0301  -0.8515
H  -0.8170  -4.2004  0.6279
H  -3.5281  0.3901  -1.0655
H  -1.0126  -1.7846  -0.0023
H  1.6902  0.9393  -1.6309
H  0.5233  3.5713  -1.6401
H  -1.7277  4.5045  -2.8450
C  -1.6218  3.6851  -2.1434
C  -0.1332  -2.1542  0.5225
H  -0.7796  0.8568  0.8310
H  -2.3075  0.2295  0.2344
C  2.1446  -3.0137  1.9537
C  -0.4743  3.1782  -1.5406
C  -2.1612  1.9585  -0.9310
C  -2.9648  0.9229  -0.2855
C  -0.0251  -3.4955  0.8983
C  2.0825  -1.7085  1.4418
H  0.6263  1.9732  0.8631
H  2.6769  -0.4403  -1.0510
N  0.9300  0.0077  -0.0372
H  2.9741  -3.3498  2.6021
C  0.0699  1.1934  0.2770
N  -2.6926  2.9129  -1.7086
C  2.1188  0.4335  -0.7589
H  2.9303  -1.0508  1.6289
H  2.8176  1.0721  -0.1815
C  0.9348  -1.2302  0.7250



Record 7
# C4H4HgLiO5

A molecular structure, C4H4HgLiO5 (the ωB97M-V functional and the def2-TZVPD basis, the Open Molecules 2025 dataset).

Values from the calculation:
HOMO energy (alpha / beta) (eV): -4.01 / -7.39
Expectation value of S²: 0.76
Spin multiplicity: 2
Frontier orbital gap (alpha / beta) (eV): 3.1 / 7.0
E_LUMO (alpha / beta) (eV): -0.9 / -0.4

Atoms and positions in Å:
H  1.3071  1.6423  2.0072
H  1.6042  0.6712  -0.1989
O  -0.1117  0.2218  2.5341
Li  -3.1340  -0.6529  0.2579
C  1.0671  0.0707  0.5270
Hg  -1.4868  0.5525  -5.0229
O  -2.0129  -0.7900  1.8790
O  -0.3749  -0.1067  0.4212
H  1.5450  -0.9097  0.5493
O  0.8302  0.0403  -3.4470
C  -0.0599  -0.3315  -2.8286
O  -1.3045  -0.7400  -2.7672
H  1.9293  0.0429  2.5100
C  -0.9351  -0.2769  1.6055
C  1.1369  0.5659  1.9737



What F_max values result from the calculations? In sequence: 0.0696 0.0331 0.1174 0.0184 0.0654 0.0456 0.1583 Eh/bohr.
What ΔE to the lowest compared entry with this formula, charge and spin values result from the calculations? In sequence: 313.19 186.08 346.61 619.30 29.44 85.60 214.32 kJ/mol.